1.
DFT (the ωB97M-V functional and the def2-TZVPD basis) results for C12H34INbO2P as an isolated structure at a distorted geometry.

Each line ends with the Löwdin charge.
Cartesian coordinates (Å):
I: 0.67934 -0.26389 -4.02327  -0.204
Nb: 0.49647 -1.47220 -1.43472  0.383
P: 0.40620 -2.59219 0.84085  0.561
O: -0.27291 -4.13101 0.81953  -0.396
O: -0.39984 -1.70036 2.02080  -0.403
C: 0.33729 4.51748 -5.23867  -0.226
C: 1.18168 7.51992 -5.44074  -0.118
C: -1.28637 -4.03467 4.37413  -0.268
C: -1.88942 -4.49442 7.39867  -0.275
C: 0.40448 5.34469 -6.52513  -0.232
C: -0.07832 -4.93529 4.14498  -0.115
C: 1.65032 3.85102 -4.83146  -0.273
C: 2.15900 2.84637 -5.85818  -0.142
C: 1.44278 6.46760 -6.51251  -0.276
C: -0.79514 -3.56954 6.86381  -0.232
C: -3.23685 -3.80142 7.56680  -0.117
C: -1.06464 -2.99479 5.47029  -0.227
H: -1.57019 -4.88503 8.36979  0.100
H: 0.79595 -4.34324 3.86534  0.071
H: 0.17233 -5.51587 5.03635  0.061
H: -0.58339 5.77996 -6.71097  0.106
H: 1.49518 3.33236 -3.88264  0.095
H: -3.98112 -4.49335 7.96619  0.065
H: -0.01244 5.14813 -4.41603  0.099
H: 0.15434 -4.11171 6.85958  0.098
H: 0.20296 7.98415 -5.58166  0.072
H: 1.42301 2.05742 -6.01593  0.014
H: -0.27734 -5.64046 3.33750  0.063
H: -2.16314 -4.64840 4.60397  0.100
H: -0.66352 -2.73756 7.56414  0.106
H: 0.19646 -1.02084 2.27657  -0.006
H: 1.43999 6.95448 -7.49260  0.100
H: -0.21801 -2.36170 5.18816  0.107
H: 0.37001 0.17676 -0.63794  -0.182
H: -1.51498 -3.51161 3.44492  0.082
H: 0.58471 -3.13104 -2.17678  -0.179
H: 1.93585 8.30872 -5.48024  0.065
H: -0.42550 3.74374 -5.36547  0.112
H: 2.41882 4.60812 -4.64415  0.095
H: -1.93204 -2.32996 5.50978  0.102
H: 2.36947 3.31886 -6.82122  0.061
H: -3.15742 -2.95885 8.25743  0.072
H: -3.61903 -3.42467 6.61746  0.065
H: 2.44539 6.05243 -6.38262  0.097
H: 0.60715 4.68608 -7.37370  0.099
H: 2.34652 -1.44995 -1.38852  -0.209
H: 0.45879 -4.70451 0.68161  -0.007
H: -2.00239 -5.36254 6.74443  0.097
H: 3.08134 2.37888 -5.51174  0.069
H: 1.21070 7.09167 -4.43820  0.065
H: -1.32256 -1.54772 -1.63799  -0.191

Atoms 1-3, force components in eV/Å:
-0.3283 -0.2916 0.6399
0.5094 1.2031 -1.0681
-0.5931 0.4451 -1.0641

Calculated values
Largest force on an atom   2.31 eV/Å
Charge   -1
E_LUMO   1.98 eV

2.
DFT (the ωB97M-V functional and the def2-TZVPD basis) results for C12H34N2O6 as an isolated structure at a distorted geometry.

Each line ends with the Löwdin charge.
Cartesian coordinates (Å):
O: 3.22711 -1.59806 1.40248  -0.148
O: -2.69484 -1.32353 -0.26713  -0.177
O: 0.69347 -1.85905 -2.57442  -0.053
O: 1.06953 0.29842 -0.50631  -0.251
O: 0.99064 4.11336 2.06714  -0.032
O: 1.29090 2.10061 -0.18802  -0.013
N: 0.43185 -1.14905 2.46875  0.074
N: -2.78364 -0.07558 -3.67442  0.016
C: -2.01784 -1.21839 -1.49511  -0.155
C: 1.39764 0.47570 -1.84527  -0.182
C: 0.31610 2.13961 0.84675  -0.128
C: -2.04112 -0.42638 0.70283  -0.077
C: -3.20335 -1.07646 -2.67421  -0.365
C: 1.51446 -0.21508 2.64931  -0.430
C: -3.94820 -2.27193 -3.17457  -0.068
C: 2.83637 -0.91079 2.55378  -0.188
C: 0.57525 -0.47668 -2.78830  -0.234
C: 1.05719 0.48172 3.98716  -0.051
C: 2.81705 -1.12111 0.18515  -0.120
C: 0.87511 2.71562 2.13881  -0.244
H: 3.39422 -1.45912 -0.67551  0.109
H: -0.44521 2.79129 0.41800  0.146
H: -0.95680 -0.42973 0.59171  0.031
H: -0.24553 1.21414 0.97394  0.098
H: -4.35709 -2.73420 -2.27611  0.085
H: 0.09820 0.99920 4.01269  0.073
H: 3.03983 -0.05532 0.23560  0.101
H: -1.31946 -0.38183 -1.51791  0.072
H: 1.74701 -1.27357 0.04425  0.075
H: 3.18833 -1.54593 3.36668  0.139
H: -1.50242 -2.17586 -1.57059  0.117
H: 1.93352 1.10502 4.16507  0.075
H: 0.70052 -1.27095 1.50280  0.048
H: 1.78523 2.27882 2.54987  0.113
H: 1.58712 0.51494 1.84315  0.079
H: -0.48268 -0.72827 2.55046  0.043
H: -3.01480 -0.41646 -4.59663  0.062
H: -3.41701 0.70154 -3.55192  0.064
H: 1.24705 1.53014 -2.07679  0.132
H: 0.10398 4.44684 1.91156  0.092
H: -0.47434 -0.19098 -2.71872  0.053
H: 1.08253 -0.11430 4.89942  0.084
H: -2.31861 -0.81221 1.68376  0.093
H: -4.71827 -1.89990 -3.85036  0.078
H: 0.24130 2.40558 2.96962  0.095
H: 1.37172 1.07106 -0.02328  -0.205
H: -3.98731 -0.42952 -2.28054  0.116
H: 0.41510 -2.09484 -1.68644  0.063
H: 2.42019 0.13323 -2.00398  0.113
H: -3.35009 -2.98202 -3.74565  0.080
H: 0.82599 -0.31767 -3.83708  0.125
H: -2.23695 0.63510 0.55115  0.089
H: 3.55484 -0.09117 2.56550  0.126
H: 1.68624 2.97399 -0.23808  0.165

Atoms 1-3, force components in eV/Å:
0.2967 -2.8054 0.6704
0.7129 1.9713 1.9013
0.7619 -0.2830 0.0281

Calculated values
Largest force on an atom   12.73 eV/Å
Charge   0
E_LUMO   0.20 eV